Entry 1:
Density functional theory data (ωB97M-V/def2-TZVPD) for the molecule C6H10O5 in a non-equilibrium geometry.

Results
Highest occupied orbital energy   -0.3585 Ha
Structure (SMILES)   O[C@@H]1[C@H](O)[C@@H](O)[C@@H]2O[C@H]2[C@H]1O
Frontier orbital gap   10.358 eV
F_max   0.065 Eh/bohr
DFT total energy   -16617.7251 eV

```
21
C6H10O5 | OMol25 | ωB97M-V/def2-TZVPD
O 0.12366 -1.61796 1.39453
C -0.19682 -1.26512 0.03500
C 0.89236 -0.42540 -0.46512
O 2.13073 -1.18391 -0.34716
C 1.01047 0.97631 0.23001
O 2.11886 1.55834 -0.38687
C -0.38026 1.44241 -0.17036
O -1.40083 2.09846 0.56755
C -1.27483 0.71437 0.69041
C -1.63005 -0.56231 0.01763
O -2.11600 -0.65554 -1.31869
H 0.89149 -2.11240 1.33361
H -0.30167 -2.10146 -0.60287
H 0.66171 -0.26544 -1.52652
H 2.79006 -0.56666 -0.69860
H 1.01378 0.93368 1.30436
H 2.20767 2.46448 0.03483
H -0.48958 1.43243 -1.20274
H -0.82277 0.63992 1.66270
H -2.21045 -1.13343 0.76259
H -3.01756 -0.37077 -1.31429
```

Entry 2:
Density functional theory data (ωB97M-V/def2-TZVPD) for the molecule C6H10OS in a non-equilibrium geometry.

Results
Highest occupied orbital energy   -0.2939 Ha
Structure (SMILES)   CCC1=CSCOC1
Frontier orbital gap   8.900 eV
F_max   0.033 Eh/bohr
DFT total energy   -19265.8735 eV

```
18
C6H10OS | OMol25 | ωB97M-V/def2-TZVPD
C 3.06744 -0.10758 -0.58655
C 2.15535 -0.38152 0.63761
C 0.71438 -0.08078 0.27132
C -0.10872 -1.11874 0.05744
S -1.79464 -1.05344 -0.20071
C -1.93558 0.75109 0.27170
O -0.97672 1.49504 -0.42123
C 0.28289 1.35346 0.12167
H 4.13722 -0.36981 -0.40607
H 3.03948 0.96932 -0.79636
H 2.73747 -0.61892 -1.47523
H 2.26431 -1.40596 0.99615
H 2.45965 0.27543 1.46280
H 0.25188 -2.13195 0.20054
H -2.93494 1.12237 -0.02896
H -1.77294 0.81630 1.35345
H 0.31524 1.81782 1.13965
H 0.97609 1.92444 -0.50380
```

Entry 3:
Density functional theory data (ωB97M-V/def2-TZVPD) for the molecule C6H10OS.

Results
Highest occupied orbital energy   -0.3250 Ha
Structure (SMILES)   C[C@@H]1CO[C@H]2C[C@]12S
Frontier orbital gap   9.714 eV
F_max   0.016 Eh/bohr
DFT total energy   -19262.8460 eV

```
18
C6H10OS | OMol25 | ωB97M-V/def2-TZVPD
C -0.23178 -2.44682 -0.51570
C 0.40584 -1.06014 -0.50791
C 1.25662 -0.75726 0.82224
O 0.57827 0.31716 1.57774
C -0.70781 0.13633 1.04613
C -1.80875 0.70070 0.22963
C -0.52552 0.15668 -0.45806
S 0.37856 1.61346 -1.07152
H -0.73068 -2.63280 -1.47616
H -0.96464 -2.61271 0.31155
H 0.55615 -3.22342 -0.38793
H 1.07283 -0.95401 -1.37399
H 1.30158 -1.64449 1.45302
H 2.29554 -0.42865 0.63576
H -1.05792 -0.83954 1.37024
H -2.72130 0.07687 0.27882
H -1.98347 1.75154 0.02965
H 1.21723 1.77769 -0.01641
```

Entry 4:
Density functional theory data (ωB97M-V/def2-TZVPD) for the molecule C6H10OS2 in a non-equilibrium geometry.

Results
Highest occupied orbital energy   -0.3297 Ha
Frontier orbital gap   9.600 eV
F_max   0.107 Eh/bohr
DFT total energy   -30099.5924 eV

```
19
C6H10OS2 | OMol25 | ωB97M-V/def2-TZVPD
C -0.58201 0.53307 0.17523
C 0.54414 -0.47997 0.43810
C -1.02747 1.00589 1.52082
C 0.47292 -0.59218 2.01391
C -0.09868 1.59348 -0.72658
C 0.23391 -1.75158 -0.41237
O 1.57614 1.89291 1.78907
S -1.31820 -0.58503 2.42239
S 0.52334 1.20166 2.45533
H -1.49939 -0.08561 -0.34121
H 1.46023 -0.08192 0.31905
H -1.76757 1.69712 1.49679
H 1.10689 -1.20542 2.45926
H 0.35005 2.50796 -0.19906
H -0.93266 2.05327 -1.41253
H 0.74953 1.34790 -1.41823
H -0.82667 -2.04351 -0.24097
H 0.75409 -2.74888 -0.22499
H 0.43562 -1.55783 -1.37159
```

Entry 5:
Density functional theory data (ωB97M-V/def2-TZVPD) for the molecule C6H10OSi2 in a non-equilibrium geometry.

Results
Highest occupied orbital energy   -0.3678 Ha
Structure (SMILES)   C#C[Si@H](C)O[Si@@H](C)C#C
Frontier orbital gap   10.804 eV
F_max   0.094 Eh/bohr
DFT total energy   -24185.3245 eV

```
19
C6H10OSi2 | OMol25 | ωB97M-V/def2-TZVPD
C 0.59691 3.06038 1.20090
C -0.20358 2.59230 0.45708
Si -1.31422 1.38484 -0.83385
C -2.80501 0.88279 0.13271
O -0.20812 0.19186 -1.06119
Si 0.37205 -1.37672 -1.33837
C 2.17070 -1.26772 -1.90980
C 0.37669 -2.15082 0.35546
C 0.49961 -2.50495 1.49299
H 1.28701 3.29069 1.93684
H -1.79367 1.97266 -2.01454
H -3.12297 1.51398 0.95361
H -3.58317 0.88480 -0.68687
H -2.79768 -0.07618 0.48036
H -0.34252 -2.06267 -2.33907
H 2.75334 -1.10937 -0.96535
H 2.31706 -2.15635 -2.44218
H 2.19987 -0.36352 -2.62860
H 0.26484 -2.81491 2.46283
```

Entry 6:
Density functional theory data (ωB97M-V/def2-TZVPD) for the molecule C6H10S2 in a non-equilibrium geometry.

Results
Highest occupied orbital energy   -0.3008 Ha
Structure (SMILES)   CC1=C[C@@H](S)[C@H](C)S1
Frontier orbital gap   9.012 eV
F_max   0.107 Eh/bohr
DFT total energy   -28053.1378 eV

```
18
C6H10S2 | OMol25 | ωB97M-V/def2-TZVPD
C -2.09840 1.63539 0.17577
C -0.87534 0.87998 0.17381
C 0.16557 1.07713 -0.60444
C 1.29771 0.04862 -0.28770
S 2.58800 0.91114 0.54859
C 0.73820 -1.20012 0.46215
C 0.24015 -2.24008 -0.47536
S -0.69963 -0.50772 1.31193
H -2.14202 2.01103 -0.89307
H -2.22492 2.49893 0.75198
H -2.98667 0.93140 0.50640
H 0.34007 1.92695 -1.09621
H 1.85153 -0.27716 -1.23702
H 1.78251 1.25270 1.51947
H 1.59566 -1.52836 1.09377
H -0.47397 -1.88979 -1.17524
H -0.15112 -3.04235 0.23054
H 1.05266 -2.48769 -1.00537
```